DFT (wB97M-V/def2-TZVPD) results for a molecular structure, C37H49N2OReS4Si.

The HOMO energy (alpha / beta) is -10.180 / -10.256 eV. The calculation puts the lowest unoccupied orbital energy (alpha / beta) at -4.13 / -3.84 eV. The molar mass comes out at 880.4 g/mol. The multiplicity is 2. As for the total charge: +1. Its expectation value of S² is 0.95.

Structure (XYZ):
```
95
Properties=species:S:1:pos:R:3:lowdin_charge:R:1
Re -0.136 -0.568 -0.871 0.803
S 5.350 1.347 -1.597 1.072
C 6.812 2.221 -1.643 -0.392
C 6.698 3.429 -1.026 -0.165
C 5.396 3.653 -0.513 -0.108
C 4.541 2.610 -0.751 -0.478
C 3.132 2.498 -0.362 -0.169
C 2.380 1.370 -0.740 -0.114
N 1.113 1.187 -0.417 -0.020
C 0.477 2.159 0.283 -0.165
C 1.128 3.317 0.709 -0.123
C 0.382 4.306 1.438 0.007
C -0.935 4.141 1.682 0.008
C -1.630 2.969 1.226 -0.119
C -2.999 2.754 1.436 0.080
C -3.608 1.608 0.968 -0.165
C -2.790 0.675 0.303 -0.118
N -1.497 0.845 0.101 -0.019
C -0.915 1.985 0.542 -0.160
C -5.038 1.338 1.148 -0.478
C -5.963 2.114 1.793 -0.108
C -7.263 1.550 1.781 -0.165
C -7.305 0.356 1.128 -0.392
S -5.774 -0.090 0.526 1.071
C 2.484 3.462 0.383 0.079
H 7.683 1.796 -2.118 0.076
H 7.513 4.135 -0.941 0.112
H 5.113 4.558 0.007 0.113
H 2.829 0.584 -1.333 0.067
H 0.899 5.194 1.781 0.126
H -1.493 4.894 2.226 0.126
H -3.571 3.507 1.966 0.131
H -3.204 -0.254 -0.065 0.054
H -5.733 3.059 2.267 0.112
H -8.129 2.010 2.238 0.112
H -8.158 -0.287 0.971 0.076
H 3.009 4.348 0.716 0.131
C -1.699 -4.513 -2.886 -0.107
C -0.874 -3.342 -2.427 -0.709
S -1.607 -2.219 -1.365 0.698
C 0.433 -3.150 -2.790 -0.713
C 1.190 -4.075 -3.698 -0.096
S 1.284 -1.804 -2.160 0.699
H -2.707 -4.459 -2.476 0.065
H -1.254 -5.457 -2.562 0.091
H -1.777 -4.539 -3.975 0.088
H 0.581 -4.919 -4.017 0.073
H 2.076 -4.465 -3.194 0.085
H 1.534 -3.546 -4.589 0.084
C 0.495 -3.722 0.840 -0.215
Si 0.542 -1.881 1.261 0.631
C 2.376 -1.592 1.804 -0.628
C 2.857 -2.664 2.799 -0.093
C 2.612 -0.216 2.440 -0.086
C 3.293 -1.750 0.585 -0.131
C -0.700 -1.679 2.738 -0.624
C -0.289 -2.556 3.932 -0.098
C -0.870 -0.258 3.290 -0.082
C -2.073 -2.190 2.276 -0.110
H 0.777 -4.330 1.706 0.031
H 1.193 -3.956 0.031 0.024
H -0.497 -4.042 0.517 0.010
H 2.312 -2.661 3.739 0.057
H 3.912 -2.479 3.034 0.090
H 2.795 -3.670 2.376 0.078
H 2.163 -0.153 3.434 0.071
H 2.209 0.611 1.845 0.053
H 3.688 -0.041 2.562 0.091
H 3.168 -2.724 0.103 0.069
H 4.341 -1.669 0.899 0.092
H 3.120 -0.993 -0.174 0.007
H 0.553 -2.128 4.477 0.069
H -0.030 -3.578 3.647 0.077
H -1.128 -2.615 4.636 0.089
H 0.070 0.170 3.643 0.067
H -1.556 -0.286 4.147 0.093
H -1.300 0.430 2.569 0.046
H -2.049 -3.251 2.013 0.080
H -2.452 -1.652 1.408 0.024
H -2.804 -2.070 3.086 0.092
C 0.478 2.989 -3.311 -0.040
C 0.454 1.486 -3.464 -0.254
O -0.662 0.906 -2.745 -0.301
C -1.704 0.417 -3.631 -0.247
C -3.068 0.672 -3.047 -0.060
H 1.349 3.398 -3.830 0.092
H 0.532 3.288 -2.266 0.064
H -0.416 3.436 -3.747 0.087
H 1.365 1.017 -3.108 0.074
H 0.362 1.218 -4.515 0.122
H -1.536 -0.646 -3.809 0.103
H -1.597 0.941 -4.580 0.123
H -3.213 0.105 -2.130 0.023
H -3.834 0.345 -3.751 0.094
H -3.215 1.733 -2.840 0.092
```


DFT (wB97M-V/def2-TZVPD) results for a molecular structure, C4H10O2.

The HOMO energy is -7.519 eV. The energy above the lowest of the compared OMol25 structures with the same formula, charge and spin is 6.008 eV. The calculation puts the lowest unoccupied orbital energy at 0.72 eV. The molar mass comes out at 90.1 g/mol.

Structure (XYZ):
```
16
Properties=species:S:1:pos:R:3:lowdin_charge:R:1
C -2.304 -0.144 0.576 -0.060
O -0.990 -0.452 0.100 -0.110
C -0.323 0.560 -0.433 -0.340
C 1.057 0.484 -0.728 -0.173
C 1.908 -0.611 -0.162 -0.276
O 1.809 -1.855 -0.846 -0.069
H -2.922 0.240 -0.244 0.096
H -2.725 -1.076 0.955 0.095
H -2.226 0.603 1.372 0.070
H -0.318 1.589 1.064 0.085
H -0.911 1.332 -0.930 0.140
H 1.377 1.018 -1.616 0.117
H 0.603 1.302 0.339 0.111
H 2.963 -0.331 -0.232 0.116
H 1.675 -0.744 0.907 0.122
H 0.872 -2.086 -0.863 0.075
```


DFT (wB97M-V/def2-TZVPD) results for a gas-phase ion, C3H8N3S (charge +1) at a distorted geometry.

The HOMO energy is -12.874 eV. The energy above the lowest of the compared OMol25 structures with the same formula, charge and spin is 3.274 eV. The calculation puts the lowest unoccupied orbital energy at -4.77 eV. The molar mass comes out at 118.2 g/mol. As for the total charge: +1.

Structure (XYZ):
```
15
Properties=species:S:1:pos:R:3:lowdin_charge:R:1
C -1.122 0.460 -0.231 -0.038
C -0.616 1.240 0.825 -0.144
C 0.743 -1.034 -0.083 -0.537
N -0.208 -0.416 -0.826 -0.236
N -0.223 -0.374 -2.179 0.135
N 0.477 0.897 1.383 0.043
S 0.775 -1.963 1.332 0.921
H -1.884 0.826 -0.792 0.086
H -1.333 1.929 1.329 0.163
H 1.396 -1.550 -0.805 0.092
H 0.522 -1.044 -2.618 0.182
H -0.267 0.592 -2.428 0.113
H 1.260 0.451 0.844 0.099
H 0.802 1.504 2.129 0.145
H -0.322 -1.517 2.119 -0.027
```


DFT (wB97M-V/def2-TZVPD) results for 24 unconnected molecules or ions with the total composition H48O24 at a distorted geometry.

The HOMO energy is -9.630 eV. The energy above the lowest of the compared OMol25 structures with the same formula, charge and spin is 2.593 eV. The calculation puts the lowest unoccupied orbital energy at -0.73 eV. The molar mass comes out at 432.4 g/mol.

Structure (XYZ):
```
72
Properties=species:S:1:pos:R:3:lowdin_charge:R:1
O -0.696 -0.170 0.363 -0.029
H -0.935 -0.618 -0.449 0.010
H 0.122 -0.586 0.634 -0.004
O 1.905 -3.562 0.191 -0.038
H 1.569 -2.809 0.676 0.001
H 2.628 -3.890 0.726 0.057
O -1.261 2.304 1.364 -0.055
H -1.250 1.407 1.029 0.004
H -0.346 2.584 1.329 -0.017
O 0.888 -5.605 -1.338 -0.063
H 0.053 -5.458 -1.783 0.020
H 1.015 -4.823 -0.801 -0.035
O -1.921 3.458 -3.882 -0.060
H -1.824 2.899 -3.111 -0.043
H -2.104 4.328 -3.527 0.024
O 0.709 2.042 4.075 -0.033
H 1.419 2.360 4.632 0.067
H 0.943 2.338 3.195 -0.012
O -1.348 0.820 5.579 -0.029
H -0.802 1.277 4.940 0.003
H -0.789 0.120 5.917 0.029
O -4.129 0.405 -5.317 -0.058
H -3.691 0.298 -4.473 -0.023
H -5.038 0.156 -5.149 0.024
O 5.036 -1.582 0.934 -0.046
H 4.647 -1.577 1.809 -0.042
H 4.740 -2.405 0.545 0.022
O -3.749 2.053 2.879 -0.068
H -3.564 1.150 3.139 -0.038
H -2.998 2.307 2.344 -0.023
O -3.370 -0.342 4.060 -0.047
H -2.769 -0.125 4.772 -0.003
H -3.681 -1.223 4.269 0.050
O -0.513 -2.116 -1.636 -0.030
H -1.173 -2.782 -1.443 0.066
H 0.017 -2.498 -2.335 0.001
O 1.478 -0.904 4.829 -0.032
H 1.039 -0.114 4.513 -0.004
H 0.775 -1.434 5.205 0.050
O 4.121 -1.147 3.398 -0.034
H 3.611 -0.592 3.988 0.042
H 4.684 -1.659 3.979 0.075
O -1.340 2.615 -1.422 -0.060
H -0.495 2.210 -1.616 0.020
H -1.294 2.830 -0.490 0.021
O -2.484 0.236 -2.937 -0.037
H -1.563 0.462 -3.066 -0.004
H -2.696 0.581 -2.070 0.036
O 1.688 -1.158 1.523 -0.028
H 2.597 -0.894 1.667 0.040
H 1.292 -1.141 2.394 0.056
O -4.180 2.764 -1.682 -0.039
H -3.414 2.533 -1.156 -0.005
H -4.097 3.707 -1.825 0.034
O -0.902 -1.356 -5.095 -0.045
H -1.526 -1.050 -4.437 -0.004
H -0.186 -1.738 -4.588 -0.032
O 2.657 -0.632 -1.598 -0.020
H 3.405 -1.162 -1.877 0.065
H 2.309 -1.092 -0.834 0.017
O 0.437 0.925 -3.029 -0.022
H 1.057 0.243 -2.770 0.013
H 0.710 1.174 -3.912 0.077
O 2.354 2.191 -0.624 -0.028
H 2.450 2.791 -1.364 0.063
H 2.316 1.322 -1.023 0.001
O 1.226 3.135 1.733 -0.032
H 1.010 3.952 1.283 0.092
H 1.823 2.683 1.136 0.033
O 0.825 -3.256 -4.027 -0.027
H 0.827 -4.163 -4.331 0.073
H 1.748 -2.999 -4.031 0.065
```


For reference, DFT total energy by record: -3584.4610; -308.6774; -681.1940; -1834.5812 Eh.